No. 1
48
Properties=species:S:1:pos:R:3 method="wB97M-V/def2-TZVPD" charge=+1 lumo_ev="-1.99 / -2.00" multiplicity=5 s2=6.01
Fe -0.008 0.750 -0.168
F 1.266 1.732 -1.336
C 1.195 1.476 2.564
O 0.046 1.637 1.746
H 1.164 0.724 3.352
H 2.033 1.212 1.919
H 1.274 2.478 2.986
H -0.699 1.800 2.328
C -3.010 3.655 -2.099
S -2.300 3.267 -0.466
O -1.587 1.891 -0.571
C -0.935 4.447 -0.633
H -3.506 2.726 -2.383
H -2.329 3.929 -2.905
H -3.773 4.376 -1.805
H -0.446 4.386 -1.605
H -0.184 4.168 0.106
H -1.256 5.477 -0.479
C 0.525 -2.259 -3.632
S -0.292 -2.080 -1.905
O -0.450 -0.622 -1.493
C -1.940 -2.597 -2.603
H -0.022 -1.649 -4.350
H 0.776 -3.225 -4.071
H 1.504 -1.781 -3.653
H -2.186 -1.846 -3.354
H -2.610 -2.422 -1.760
H -1.999 -3.623 -2.966
C -2.506 -0.775 3.203
S -1.970 -1.641 1.648
O -1.438 -0.552 0.707
C -0.464 -2.323 2.527
H -1.682 -0.465 3.846
H -3.085 -1.508 3.765
H -3.318 -0.116 2.895
H -0.716 -2.792 3.478
H 0.264 -1.551 2.778
H 0.043 -3.058 1.902
C 4.146 -0.199 0.647
S 2.614 -1.281 0.997
O 1.430 -0.539 0.383
C 3.221 -2.628 -0.181
H 3.932 0.756 1.128
H 4.180 0.141 -0.388
H 5.100 -0.611 0.975
H 4.080 -3.112 0.285
H 3.487 -2.393 -1.212
H 2.433 -3.381 -0.149


No. 2
11
Properties=species:S:1:pos:R:3 method="wB97M-V/def2-TZVPD" charge=-1 lumo_ev=3.76
C 1.132 -2.095 -0.033
C -0.698 0.927 0.839
C -0.715 0.494 -0.675
C 0.409 0.114 0.186
O 1.216 -2.189 -1.190
O 1.277 -2.485 1.056
Br 1.870 1.503 -0.258
H -0.776 2.079 0.857
H -1.467 0.446 1.379
H -1.532 -0.211 -0.774
H -0.717 1.417 -1.386


No. 3
119
Properties=species:S:1:pos:R:3 method="wB97M-V/def2-TZVPD" charge=-2 lumo_ev="3.36 / 1.85" multiplicity=4 s2=3.82
V -23.130 0.283 -14.237
O -22.379 -0.542 -15.761
S -22.484 1.613 -11.614
F -20.601 -5.708 -12.123
C -21.501 -5.123 -11.354
F -22.538 -5.974 -11.181
F -20.995 -4.899 -10.176
C -21.967 -3.948 -12.137
C -21.268 -2.777 -11.984
C -21.802 -1.608 -12.581
N -22.881 -1.639 -13.274
C -23.611 -2.736 -13.387
C -23.191 -3.938 -12.753
H -20.416 -2.604 -11.323
H -21.261 -0.670 -12.531
H -24.594 -2.657 -13.879
H -23.723 -4.924 -12.970
O -25.432 0.812 -12.326
S -26.539 1.308 -11.413
C -25.704 2.110 -9.966
C -25.815 1.099 -8.850
C -27.003 1.102 -8.126
C -27.238 0.194 -7.099
C -26.290 -0.774 -6.802
C -25.153 -0.858 -7.602
C -24.905 0.071 -8.617
C -27.284 2.629 -12.416
C -28.557 2.939 -11.733
C -28.630 4.086 -10.972
C -29.728 4.246 -10.134
C -30.699 3.268 -10.078
C -30.569 2.059 -10.785
C -29.489 1.904 -11.619
H -26.311 2.959 -9.651
H -24.669 2.314 -10.306
H -27.783 1.841 -8.361
H -28.166 0.243 -6.551
H -26.451 -1.461 -5.980
H -24.432 -1.641 -7.439
H -24.008 -0.015 -9.210
H -27.429 2.121 -13.371
H -26.604 3.474 -12.520
H -27.836 4.816 -11.026
H -29.809 5.123 -9.497
H -31.577 3.449 -9.461
H -31.294 1.258 -10.683
H -29.362 0.983 -12.173
F -23.230 -2.296 -21.004
C -23.116 -1.019 -20.518
C -22.235 -0.228 -21.113
F -21.595 -0.775 -22.225
C -21.803 1.030 -20.629
C -22.644 1.376 -19.535
C -23.554 0.576 -18.948
F -24.159 1.164 -17.806
C -23.828 -0.767 -19.317
C -24.506 -1.948 -18.528
C -24.654 -1.601 -17.214
N -24.726 -1.159 -16.150
C -24.354 -3.370 -18.736
N -24.260 -4.522 -18.639
F -22.495 2.704 -19.021
C -20.529 1.770 -21.093
C -20.000 2.814 -20.321
N -19.525 3.630 -19.645
C -19.645 1.056 -21.918
N -18.876 0.466 -22.539
N -28.340 -1.731 -14.624
C -28.201 -2.156 -13.324
C -27.022 -1.628 -12.858
N -26.411 -0.970 -13.922
C -27.228 -1.011 -14.916
H -29.131 -1.973 -15.184
H -29.022 -2.742 -12.945
H -26.489 -1.750 -11.923
H -26.961 -0.579 -15.873
C -20.757 6.248 -14.372
C -19.830 5.526 -15.360
C -20.721 4.625 -16.288
C -19.208 6.585 -16.305
C -18.698 4.783 -14.572
O -17.977 4.039 -15.558
C -17.620 5.739 -13.944
C -16.585 5.035 -13.040
C -15.863 3.928 -13.764
C -15.085 4.332 -14.840
C -14.273 3.428 -15.505
C -14.263 2.099 -15.125
Cl -13.322 0.975 -16.047
C -15.040 1.698 -14.047
C -15.869 2.590 -13.390
C -19.156 3.813 -13.439
N -20.082 2.774 -13.888
C -21.410 2.722 -14.089
N -21.593 1.708 -14.865
C -20.370 1.107 -15.024
N -19.377 1.605 -14.423
H -21.479 6.851 -14.898
H -20.205 6.910 -13.702
H -21.275 5.545 -13.747
H -21.227 5.298 -16.974
H -21.460 4.095 -15.722
H -20.213 3.942 -16.945
H -19.965 6.980 -16.959
H -18.453 6.159 -16.933
H -18.767 7.379 -15.732
H -18.658 3.441 -15.924
H -18.087 6.513 -13.366
H -17.128 6.217 -14.772
H -17.054 4.675 -12.120
H -15.871 5.748 -12.673
H -15.143 5.356 -15.188
H -13.665 3.755 -16.344
H -15.060 0.663 -13.758
H -16.437 2.239 -12.530
H -19.788 4.294 -12.711
H -18.260 3.442 -13.000
H -22.124 3.597 -14.036
H -20.329 0.191 -15.614


No. 4
15
Properties=species:S:1:pos:R:3 method="wB97M-V/def2-TZVPD" charge=0 lumo_ev=0.59
C 0.454 -3.275 -1.443
C 1.135 -2.204 -1.851
O 1.834 -1.362 -1.044
H 0.151 -3.985 -2.197
H 0.193 -3.463 -0.410
H 1.159 -1.965 -2.908
H 2.405 -1.830 -0.406
N -0.875 2.027 0.263
C -1.195 2.632 1.599
O -1.409 1.692 2.613
H -0.087 1.390 0.283
H -0.490 2.863 -0.168
H -2.073 3.231 1.409
H -0.354 3.297 1.863
H -0.849 0.950 2.396


No. 5
17
Properties=species:S:1:pos:R:3 method="wB97M-V/def2-TZVPD" charge=0 lumo_ev="-1.08 / -1.08"
C -0.580 1.431 -0.105
C 0.751 1.179 0.071
C -3.819 -1.627 -0.518
C 0.942 -1.451 0.188
C -1.236 -0.644 0.372
C -1.732 0.567 -0.086
C 1.544 -0.056 0.427
N -0.308 -1.423 0.211
N -2.937 0.954 -0.222
O -5.416 0.546 0.205
S -4.139 -0.173 0.136
H -0.972 2.410 -0.269
H 1.486 1.927 0.160
H -4.730 -2.279 -0.351
H 1.504 -2.372 -0.010
H 2.510 -0.097 -0.178
H 1.987 -0.139 1.527


What are the relative energy (zero: lowest compared OMol25 entry of this formula, charge and spin) values for these records? In order: 3.0565, 1.7526, 4.3553, 2.7991, 8.1479 eV.
What are the molecular weight values for these records? In order: 419.43, 163.98, 1128.50, 91.11, 166.21 u.
What are the E_tot values for these records? In order: -3691.895206, -2879.284112, -5642.484935, -324.869749, -852.961314 hartree.